#i
The following is a quantum chemistry calculation of a cluster of 2 separate species, C3H11N2O in total, from OMol25.

Summary:
LUMO level (spin up / spin down), eV: -4.5 / -4.7
Gap between HOMO and LUMO (spin up / spin down), eV: 9.7 / 8.8
M, g mol⁻¹: 91.13
HOMO (spin up / spin down), eV: -14.15 / -13.49

```
! RIJCOSX wB97M-V def2-TZVPD def2/J DEFGRID3
* xyz 1 1
C 0.83832 0.98081 -0.36566
C 0.57077 -1.38951 -0.57658
C -0.63938 -0.14085 1.26096
N -1.22337 0.05183 -1.07202
N -0.18221 -0.18576 -0.14589
O -1.11821 1.12105 1.42693
H 1.69643 0.77162 0.29192
H 1.25018 0.79601 -1.40682
H 0.18583 1.87534 -0.40174
H 0.99890 -1.79090 0.41814
H -0.12521 -2.02968 -1.07744
H 1.32785 -1.00534 -1.26520
H -0.98440 -0.97797 1.76905
H 1.35455 -0.13967 1.98429
H -1.53077 0.98707 -1.23042
H -1.08647 -0.38553 -1.94769
H -1.33281 1.46148 2.33816
*
```

Results of the natural (NBO) charge analysis, in e, for atoms 1 through 4: number 1, C, carries -0.391; number 2, C, carries -0.410; number 3, C, carries 0.339; number 4, N, carries -0.659

---

#ii
The following is a quantum chemistry calculation of a cluster of 2 separate species, C3H11N2O in total, from OMol25.

Summary:
LUMO level, eV: -3.8
Gap between HOMO and LUMO, eV: 9.9
M, g mol⁻¹: 91.13
HOMO, eV: -13.73

```
! RIJCOSX wB97M-V def2-TZVPD def2/J DEFGRID3
* xyz 1 1
C -1.11595 0.91464 -1.29857
C -0.25224 0.46335 -0.13867
N -1.05155 -0.04323 0.99935
C -0.76194 -1.08737 1.70931
N -1.65921 -1.65951 2.50813
H -0.89164 0.42736 -2.23890
H -2.16655 0.67966 -1.10399
H -1.03368 1.98028 -1.48709
H 0.48727 -0.31239 -0.32962
H 0.37395 1.27188 0.18436
H -1.86370 0.53801 1.17703
H 0.18188 -1.54971 1.48131
H -2.38548 -1.08248 2.94023
H -1.36862 -2.22282 3.30753
H 4.59136 1.63159 -2.61409
H 4.13549 0.89904 -3.92065
O 3.94148 1.03279 -2.98725
*
```

Results of the natural (NBO) charge analysis, in e, for atoms 1 through 4: number 1, C, carries -0.640; number 2, C, carries -0.225; number 3, N, carries -0.472; number 4, C, carries 0.402

---

Stability, highest: #ii

---

#i
The following is a quantum chemistry calculation of a structure of composition C30H42N4OP2Pt, from OMol25.

Summary:
LUMO level (spin up / spin down), eV: -0.9 / -2.4
Gap between HOMO and LUMO (spin up / spin down), eV: 7.1 / 5.6
M, g mol⁻¹: 731.72
HOMO (spin up / spin down), eV: -8.01 / -8.02

```
! RIJCOSX wB97M-V def2-TZVPD def2/J DEFGRID3
* xyz 0 3
Pt 2.04908 0.96517 -1.29185
C 0.74831 1.84909 4.57954
C 0.98869 0.87053 3.66134
C 0.06733 -0.21349 3.16491
C -0.89650 0.08660 2.01949
C -1.70102 1.35873 2.07198
C -2.00855 2.09622 3.14132
C -1.78117 1.72399 4.56760
C -0.52822 2.35196 5.17728
C 1.05335 2.79107 -1.62079
H 1.62152 2.36121 4.99130
H 2.05338 0.64733 3.49418
H -0.46928 -0.76078 3.95722
H 0.77459 -0.95967 2.77180
H -0.27924 0.21493 1.11882
H -1.51041 -0.82512 1.85955
H -2.20410 1.56116 1.10860
H -2.46556 3.07495 2.97359
H -1.69247 0.64416 4.63173
H -2.64684 1.99951 5.18024
H -0.51077 3.42803 4.96940
H -0.62281 2.32570 6.27884
H 0.05894 2.51687 -1.19999
H 0.93791 2.88999 -2.72074
H 1.36006 3.78115 -1.23983
P -1.01870 0.49724 -2.06295
P 1.65634 -1.77975 -0.43688
N -2.84050 0.46881 -1.57370
N -1.50071 0.14183 -3.79018
N 0.49797 -2.98434 0.44982
N 2.60783 -3.28387 -0.94816
C -0.86944 -1.27528 -1.62563
C 0.58813 -1.70847 -1.96985
C -3.57587 1.64342 -1.39796
C -4.93305 1.31436 -1.20566
C -5.01911 -0.10304 -1.29953
C -3.74608 -0.58863 -1.51634
C -1.11058 0.97870 -4.83703
C -1.70336 0.54723 -6.01970
C -2.52774 -0.57673 -5.69274
C -2.38795 -0.80195 -4.32321
C 0.47437 -3.24060 1.82958
C -0.49896 -4.19445 2.11256
C -1.04532 -4.61650 0.86686
C -0.41186 -3.88279 -0.13517
C 2.55391 -4.64733 -0.60649
C 3.36263 -5.36928 -1.48105
C 3.97042 -4.42255 -2.36203
C 3.49657 -3.17281 -2.02026
H -1.57334 -1.91947 -2.19956
H -1.10662 -1.41010 -0.54642
H 0.57983 -2.69189 -2.49110
H 1.06939 -0.94374 -2.62724
H -3.09740 2.60494 -1.43862
H -5.74119 2.00318 -1.02992
H -5.92505 -0.71236 -1.23628
H -3.42606 -1.62686 -1.65839
H -0.45904 1.81785 -4.63194
H -1.57500 0.99116 -7.00433
H -3.16703 -1.13494 -6.37389
H -2.88395 -1.54493 -3.70898
H 1.21304 -2.79748 2.49402
H -0.78286 -4.56252 3.09767
H -1.79364 -5.38473 0.70579
H -0.52750 -3.95918 -1.21007
H 1.94740 -5.02845 0.21170
H 3.50014 -6.44550 -1.50301
H 4.67919 -4.62732 -3.16505
H 3.68111 -2.18374 -2.43657
C 3.27523 3.59406 2.35946
C 2.84927 3.57569 0.86316
C 3.79503 4.64542 0.25015
O 2.97863 2.29445 0.21351
H 4.33362 3.26810 2.47216
H 2.62358 3.00192 3.01840
H 3.23415 4.62933 2.73945
H 1.79132 4.00539 0.86095
H 4.85733 4.41857 0.52480
H 3.69679 4.77436 -0.84206
H 3.53847 5.62628 0.69237
*
```

Results of the Löwdin charge analysis, in e, for atoms 1 through 4: number 1, Pt, carries 0.607; number 2, C, carries -0.112; number 3, C, carries -0.084; number 4, C, carries -0.219

---

#ii
The following is a quantum chemistry calculation of a structure of composition C30H42N4OP2Pt, from OMol25.

Summary:
LUMO level (spin up / spin down), eV: 0.6 / -2.3
Gap between HOMO and LUMO (spin up / spin down), eV: 5.1 / 6.2
M, g mol⁻¹: 731.72
HOMO (spin up / spin down), eV: -4.44 / -8.53

```
! RIJCOSX wB97M-V def2-TZVPD def2/J DEFGRID3
* xyz 0 3
Pt -0.92169 2.34417 4.20259
C 1.20128 2.80992 3.71581
C 0.50537 2.77499 2.51177
C 0.53059 1.61965 1.52470
C -0.62628 0.61203 1.73271
C -0.97778 0.36475 3.18297
C -0.07985 0.25224 4.23927
C 1.43336 0.28120 4.10213
C 2.03858 1.69268 4.29774
C -2.62114 1.89300 5.30901
H 1.36355 3.78615 4.16893
H 0.14473 3.72456 2.12323
H 1.49549 1.10820 1.58029
H 0.45681 2.02546 0.51047
H -1.52478 1.00145 1.24198
H -0.38631 -0.33816 1.23137
H -1.99375 0.01323 3.35357
H -0.46518 -0.15053 5.17303
H 1.72320 -0.12574 3.12944
H 1.86481 -0.38687 4.85488
H 2.13948 1.88692 5.37093
H 3.05663 1.72203 3.87997
H -2.68003 2.50583 6.21426
H -2.65043 0.83330 5.59329
H -3.50613 2.11250 4.69744
P -0.96895 -2.99426 -2.84168
P 0.48058 -0.28732 -3.65074
N -0.46465 -4.26795 -1.75866
N -2.17325 -3.76849 -3.81789
N 2.08530 -0.36266 -3.00105
N 0.59518 0.99526 -4.83017
C 0.46297 -3.04585 -4.01602
C 0.54557 -1.73355 -4.80657
C -0.14321 -3.98169 -0.43224
C 0.48823 -5.07643 0.10762
C 0.56141 -6.07225 -0.91437
C -0.01936 -5.55276 -2.04834
C -3.52934 -3.49919 -3.62402
C -4.25848 -4.30486 -4.46048
C -3.33167 -5.10360 -5.19828
C -2.06575 -4.76437 -4.79056
C 2.36429 0.14299 -1.72990
C 3.71273 0.03678 -1.50403
C 4.29526 -0.55059 -2.66886
C 3.28791 -0.78423 -3.57131
C 1.62653 1.29933 -5.71148
C 1.14338 2.18095 -6.65065
C -0.23332 2.42247 -6.35379
C -0.54610 1.68636 -5.23625
H 0.31602 -3.90996 -4.67432
H 1.39778 -3.19773 -3.46895
H 1.48025 -1.65767 -5.37437
H -0.28284 -1.68796 -5.51931
H -0.40009 -3.02046 -0.01188
H 0.84096 -5.16585 1.12568
H 0.97477 -7.06723 -0.81825
H -0.17108 -5.98065 -3.02679
H -3.82911 -2.75155 -2.90420
H -5.33602 -4.31821 -4.54576
H -3.57092 -5.84068 -5.95259
H -1.10463 -5.13305 -5.11414
H 1.56065 0.52515 -1.11768
H 4.22882 0.33596 -0.60258
H 5.34035 -0.78346 -2.82159
H 3.32014 -1.22162 -4.55720
H 2.60801 0.87240 -5.57891
H 1.71851 2.62441 -7.45238
H -0.90631 3.07745 -6.88913
H -1.46655 1.57785 -4.68139
C 0.31869 5.34098 6.29214
C -0.93216 4.49237 6.02692
C -2.14908 5.21585 6.61677
O -1.14730 4.29270 4.64405
H 0.24657 6.31987 5.77299
H 1.24347 4.82891 5.97973
H 0.42506 5.52148 7.38365
H -0.78408 3.51789 6.53382
H -2.26901 6.21408 6.14505
H -3.08516 4.64970 6.44555
H -2.02152 5.35195 7.71303
*
```

Results of the Löwdin charge analysis, in e, for atoms 1 through 4: number 1, Pt, carries 1.253; number 2, C, carries -0.264; number 3, C, carries -0.241; number 4, C, carries -0.199

---

Stability, highest: #ii

---

#i
The following is a quantum chemistry calculation of the molecule C2H5NO, from OMol25.

Summary:
LUMO level, eV: 0.8
Gap between HOMO and LUMO, eV: 10.9
SMILES: CC(N)=O
M, g mol⁻¹: 59.07
HOMO, eV: -10.05

```
! RIJCOSX wB97M-V def2-TZVPD def2/J DEFGRID3
* xyz 0 1
C -1.24048 0.04652 -0.00572
C 0.26094 0.38105 0.06372
N 1.08703 -0.76242 -0.16794
O 0.67654 1.51025 0.19909
H -1.69236 0.41281 0.92090
H -1.49254 -1.01318 -0.13086
H -1.66520 0.60324 -0.85013
H 2.09773 -0.29168 -0.47364
H 1.96835 -0.88660 0.44458
*
```

Results of the natural (NBO) charge analysis, in e, for atoms 1 through 4: number 1, C, carries -0.719; number 2, C, carries 0.695; number 3, N, carries -0.892; number 4, O, carries -0.569

---

#ii
The following is a quantum chemistry calculation of a cluster of 2 separate species, C2H5NO in total, from OMol25.

Summary:
LUMO level, eV: 0.9
Gap between HOMO and LUMO, eV: 8.7
M, g mol⁻¹: 59.07
HOMO, eV: -7.81

```
! RIJCOSX wB97M-V def2-TZVPD def2/J DEFGRID3
* xyz 0 1
C 0.17667 -0.07500 1.71259
C -0.73931 0.99253 -0.31278
N -0.24781 0.47789 0.63498
O 0.45480 -0.72610 -2.00296
H 0.76295 -0.91521 1.74370
H -0.06468 0.55775 2.55852
H 0.55582 -1.13352 -1.08165
H -0.46482 1.75983 -1.04640
H -0.43362 -0.93819 -2.20601
*
```

Results of the natural (NBO) charge analysis, in e, for atoms 1 through 4: number 1, C, carries -0.365; number 2, C, carries 0.005; number 3, N, carries -0.270; number 4, O, carries -0.927

---

#iii
The following is a quantum chemistry calculation of the molecule C2H5NO, from OMol25.

Summary:
LUMO level (spin up / spin down), eV: 0.8 / 0.8
Gap between HOMO and LUMO (spin up / spin down), eV: 9.7 / 9.7
SMILES: C=[N+](C)[O-]
M, g mol⁻¹: 59.07
HOMO (spin up / spin down), eV: -8.82 / -8.81

```
! RIJCOSX wB97M-V def2-TZVPD def2/J DEFGRID3
* xyz 0 1
C 0.20573 -1.31953 0.03799
N 0.56557 -0.03040 0.05538
C -0.50398 0.96952 0.03124
O 1.75744 0.38203 0.07184
H 0.94803 -2.00302 -0.07414
H -0.74679 -1.67946 -0.06906
H -1.36897 0.57729 -0.37698
H -0.38554 1.80128 -0.75661
H -0.47150 1.30228 1.08033
*
```

Results of the natural (NBO) charge analysis, in e, for atoms 1 through 4: number 1, C, carries -0.238; number 2, N, carries 0.143; number 3, C, carries -0.452; number 4, O, carries -0.502

---

#iv
The following is a quantum chemistry calculation of a cluster of 3 separate species, C2H5NO in total, from OMol25.

Summary:
LUMO level, eV: -2.8
Gap between HOMO and LUMO, eV: 7.3
M, g mol⁻¹: 59.07
HOMO, eV: -10.11

```
! RIJCOSX wB97M-V def2-TZVPD def2/J DEFGRID3
* xyz 0 1
C -1.26058 -0.46854 0.00927
C 0.08403 0.10582 -0.00093
H -1.26111 -1.56880 -0.25658
H -1.89016 -0.03298 -0.81108
H -1.96009 -0.32147 0.92069
H 1.15524 -1.82347 1.40206
H 2.08708 -0.28167 0.56817
N 1.11818 -0.64506 -0.36848
O 0.13763 1.34002 0.08826
*
```

Results of the natural (NBO) charge analysis, in e, for atoms 1 through 4: number 1, C, carries -0.733; number 2, C, carries 0.544; number 3, H, carries 0.223; number 4, H, carries 0.253

---

Stability, highest: #i

---

#i
The following is a quantum chemistry calculation of the molecule C3H3NO2S, from OMol25.

Summary:
LUMO level (spin up / spin down), eV: -1.6 / -0.9
Gap between HOMO and LUMO (spin up / spin down), eV: 6.6 / 7.4
M, g mol⁻¹: 117.13
HOMO (spin up / spin down), eV: -8.24 / -8.25

```
! RIJCOSX wB97M-V def2-TZVPD def2/J DEFGRID3
* xyz 0 1
C -0.05125 1.28737 -0.05905
C 1.99351 0.46144 -0.40461
C -0.83058 -1.15608 0.07896
N -0.56503 0.14150 -0.05723
O -3.26089 -0.21280 0.67178
O 1.26199 1.44360 0.06673
S -2.41251 -0.52486 -0.47914
H 1.64632 -0.55634 -0.45242
H 3.09497 0.74640 -0.49880
H -0.87652 -1.63023 1.13378
*
```

Results of the natural (NBO) charge analysis, in e, for atoms 1 through 4: number 1, C, carries 0.358; number 2, C, carries -0.057; number 3, C, carries -0.350; number 4, N, carries -0.477

---

#ii
The following is a quantum chemistry calculation of the molecule C3H3NO2S, from OMol25.

Summary:
LUMO level (spin up / spin down), eV: -1.1 / -1.1
Gap between HOMO and LUMO (spin up / spin down), eV: 8.9 / 8.9
M, g mol⁻¹: 117.13
HOMO (spin up / spin down), eV: -9.94 / -9.94

```
! RIJCOSX wB97M-V def2-TZVPD def2/J DEFGRID3
* xyz 0 1
C 0.12771 -0.41673 -0.58607
C -1.18479 0.39540 -0.53063
C 0.48334 0.05000 0.73488
N -0.84642 0.77973 0.81651
O -2.01806 0.64486 -1.35169
O 2.09124 -1.87524 -1.07805
S 0.78444 -1.48313 -1.62151
H 0.40356 -0.65649 1.59453
H 1.20872 0.88285 0.85918
H -1.04973 1.67875 1.16283
*
```

Results of the natural (NBO) charge analysis, in e, for atoms 1 through 4: number 1, C, carries -0.481; number 2, C, carries 0.674; number 3, C, carries -0.252; number 4, N, carries -0.627

---

#iii
The following is a quantum chemistry calculation of the molecule C3H3NO2S, from OMol25.

Summary:
LUMO level, eV: 0.4
Gap between HOMO and LUMO, eV: 8.5
SMILES: Oc1cnc(S)o1
M, g mol⁻¹: 117.13
HOMO, eV: -8.14

```
! RIJCOSX wB97M-V def2-TZVPD def2/J DEFGRID3
* xyz 0 1
O -2.34387 -0.97837 -0.15545
C -1.10137 -0.30852 -0.11523
C -0.68154 1.06326 0.06376
N 0.63960 1.14407 -0.27213
C 1.07386 -0.08855 -0.30296
S 2.71972 -0.68581 -0.06691
O -0.07605 -1.01285 -0.09423
H -1.94925 -1.80567 0.33688
H -1.33462 1.97986 0.24229
H 3.05352 0.69258 0.36399
*
```

Results of the natural (NBO) charge analysis, in e, for atoms 1 through 4: number 1, O, carries -0.639; number 2, C, carries 0.564; number 3, C, carries -0.219; number 4, N, carries -0.440

---

Stability, highest: #ii

---

#i
The following is a quantum chemistry calculation of a cluster of 2 separate species, H2O4P2 in total, from OMol25.

Summary:
LUMO level (spin up / spin down), eV: 6.9 / 6.9
Gap between HOMO and LUMO (spin up / spin down), eV: 6.6 / 6.6
M, g mol⁻¹: 127.96
HOMO (spin up / spin down), eV: 0.33 / 0.30

```
! RIJCOSX wB97M-V def2-TZVPD def2/J DEFGRID3
* xyz -2 1
O 2.02321 -0.42185 0.91405
O -3.09092 -0.47764 -1.08799
O 1.73637 0.72099 -1.37978
O -0.93370 1.85065 0.95281
P 1.18762 -0.12440 -0.30980
P -0.87267 0.51158 0.37709
H 0.65910 -1.36681 -0.62489
H -0.70902 -0.69252 1.15849
*
```

Results of the natural (NBO) charge analysis, in e, for atoms 1 through 4: number 1, O, carries -1.193; number 2, O, carries -0.973; number 3, O, carries -1.177; number 4, O, carries -1.143

---

#ii
The following is a quantum chemistry calculation of a structure of composition H2O4P2, from OMol25.

Summary:
LUMO level, eV: 7.4
Gap between HOMO and LUMO, eV: 7.3
M, g mol⁻¹: 127.96
HOMO, eV: 0.09

```
! RIJCOSX wB97M-V def2-TZVPD def2/J DEFGRID3
* xyz -2 1
O 0.13031 -1.85451 -1.26008
O -1.89427 0.61113 1.01503
O 1.01472 -1.60487 1.14782
O -1.09838 1.63029 -1.18162
P 0.47136 -0.93762 -0.13635
P -0.81918 0.83163 0.05279
H 1.89410 0.04465 -0.55778
H 0.30134 1.27932 0.92018
*
```

Results of the natural (NBO) charge analysis, in e, for atoms 1 through 4: number 1, O, carries -1.204; number 2, O, carries -1.209; number 3, O, carries -1.198; number 4, O, carries -1.179

---

Stability, highest: #ii